C39H42N7O4S7Y as an isolated structure. Source: the Open Molecules 2025 dataset; level of theory: wB97M-V/def2-TZVPD.

## Properties
Relative energy (zero: lowest compared OMol25 entry of this formula, charge and spin) (kcal per mole): 4.33
Calculated total energy (eV): -136642.8426
LUMO level (eV): 4.046
Strongest force on any atom (Eh/bohr): 0.0097
Kohn-Sham gap (eV): 5.884
Highest occupied orbital energy (Eh): -0.06754
Net charge: -2

XYZ file:
```
100
Properties=species:S:1:pos:R:3:lowdin_charge:R:1
Y -0.056 0.350 0.253 1.11
C 0.398 -4.097 2.374 -0.03
C 0.083 -2.637 2.147 -0.25
N 0.350 -2.051 1.035 -0.05
N 1.008 -2.864 0.090 -0.10
C 2.011 -2.258 -0.444 -1.08
S 2.613 -0.684 -0.062 0.54
S 2.732 -3.212 -1.780 0.86
C 4.492 -2.934 -1.477 -0.48
C 5.016 -3.747 -0.325 -0.29
C 5.536 -5.023 -0.534 -0.06
C 5.981 -5.794 0.529 -0.11
C 5.909 -5.298 1.824 -0.12
C 5.392 -4.029 2.042 -0.09
C 4.950 -3.256 0.977 -0.04
C -0.454 -1.875 3.287 -0.12
C -1.059 -2.543 4.355 -0.07
C -1.450 -1.892 5.514 -0.15
C -1.229 -0.512 5.607 -0.15
C -0.673 0.187 4.565 -0.02
C -0.240 -0.463 3.374 -0.38
O 0.358 0.194 2.451 -0.25
H 1.169 -4.441 1.693 0.06
H 0.712 -4.264 3.403 0.07
H -0.500 -4.695 2.190 0.09
H 5.002 -3.210 -2.401 0.07
H 4.641 -1.866 -1.314 0.04
H 5.579 -5.417 -1.544 0.11
H 6.380 -6.785 0.347 0.09
H 6.250 -5.899 2.659 0.09
H 5.324 -3.634 3.049 0.10
H 4.531 -2.269 1.145 0.07
H -1.222 -3.612 4.282 0.10
H -1.897 -2.441 6.333 0.08
H -1.505 0.019 6.513 0.09
H -0.508 1.257 4.614 0.11
O 0.558 7.497 2.036 -0.12
C 0.427 6.340 1.696 -1.06
S -0.918 5.305 2.170 0.91
C -0.428 3.836 1.323 -1.16
C 0.728 3.919 0.639 -1.15
S 1.481 2.673 -0.342 0.48
S 1.575 5.460 0.685 0.91
S -1.536 2.495 1.455 0.49
C -1.784 3.644 -1.835 -0.13
N -1.654 2.238 -2.170 -0.25
C -1.371 2.118 -3.584 -0.10
C -2.861 1.503 -1.812 -0.22
C -2.717 0.010 -1.994 -0.30
C -3.567 -0.616 -2.903 -0.08
C -3.496 -1.987 -3.121 -0.13
C -2.556 -2.718 -2.413 -0.13
C -1.708 -2.074 -1.512 -0.18
C -1.744 -0.694 -1.251 -0.26
H -2.559 4.132 -2.457 0.08
H -0.830 4.148 -2.006 0.08
H -2.049 3.749 -0.784 0.03
H -2.148 2.618 -4.195 0.09
H -1.337 1.074 -3.879 0.06
H -0.413 2.587 -3.813 0.08
H -3.724 1.871 -2.405 0.12
H -3.062 1.726 -0.763 0.04
H -4.291 -0.020 -3.453 0.09
H -4.163 -2.468 -3.830 0.08
H -2.473 -3.792 -2.558 0.09
H -0.987 -2.701 -1.002 0.05
C -5.126 2.131 1.620 -0.08
N -4.707 1.362 2.759 -0.17
C -5.133 1.713 4.096 -0.13
C -4.390 0.690 4.959 -0.15
N -4.046 -0.345 3.990 0.03
C -4.077 0.168 2.718 -0.82
S -3.461 -0.579 1.366 0.71
H -4.884 3.183 1.776 0.09
H -6.204 2.016 1.449 0.09
H -4.576 1.782 0.754 0.03
H -6.223 1.623 4.195 0.11
H -4.854 2.743 4.329 0.12
H -5.020 0.293 5.755 0.11
H -3.492 1.124 5.402 0.10
H -3.234 -0.923 4.181 0.08
O 4.691 3.970 -2.132 -0.05
C 3.732 4.329 -3.111 -0.25
N 2.844 3.245 -3.422 0.08
C 3.021 2.360 -4.434 -0.44
O 3.786 2.525 -5.375 0.04
C 2.141 1.155 -4.297 -0.12
C 1.583 0.517 -5.393 -0.01
C 0.695 -0.523 -5.170 -0.06
C 0.366 -0.855 -3.860 -0.14
N 0.937 -0.280 -2.805 0.08
C 1.838 0.664 -3.030 -0.15
H 4.196 3.655 -1.360 0.06
H 4.276 4.612 -4.007 0.12
H 3.130 5.169 -2.754 0.12
H 2.147 3.053 -2.706 0.03
H 1.836 0.849 -6.393 0.11
H 0.226 -1.050 -5.990 0.10
H -0.397 -1.595 -3.643 0.10
H 2.360 1.042 -2.160 0.02
```